Run a
A cluster of 2 separate species, C35H34F5O3S in total, computed with ωB97M-V/def2-TZVPD.

The geometry in ORCA input format:
```
! wB97M-V def2-TZVPD RIJCOSX def2/J DEFGRID3
* xyz -1 1
C -0.95244 4.27498 3.37377
C 0.08183 3.69430 2.40543
C -0.30032 4.16381 1.00225
C 1.46704 4.25145 2.73556
C 0.13100 2.15064 2.50135
C -0.03008 1.35005 1.41058
C -0.01284 -0.08046 1.48827
C -0.20687 -0.84769 0.32046
C -0.43915 -2.25048 0.32046
C -1.19568 -2.90309 1.34446
C -1.21504 -4.29032 1.39287
F -1.77633 -4.89775 2.49891
C -0.64429 -5.09115 0.40082
C -0.06878 -4.42889 -0.68511
F 0.32821 -5.19164 -1.76639
C 0.10920 -3.05580 -0.72156
C 0.28958 -0.67483 2.76191
C 0.46343 0.05417 3.90968
C 0.76670 -0.58120 5.29425
C 2.18003 -0.18151 5.73480
C 0.71574 -2.10623 5.22701
C -0.25144 -0.13688 6.35515
C 0.39747 1.52464 3.81150
O 0.56454 2.24189 4.82744
H -0.70649 4.00731 4.40273
H -0.96760 5.36606 3.28040
H -1.94954 3.89204 3.13248
H 0.43421 3.83680 0.25671
H -1.29492 3.79440 0.72521
H -0.33094 5.26073 0.97847
H 2.21028 3.82878 2.05061
H 1.46345 5.34009 2.62496
H 1.74166 3.99083 3.75992
H -0.17467 1.79336 0.42315
H -0.10856 -0.35190 -0.63538
H -1.73324 -2.29284 2.07504
H -0.65329 -6.17180 0.47415
H 0.68289 -2.57456 -1.51983
H 0.42868 -1.75824 2.76715
H 2.26012 0.90379 5.82654
H 2.43346 -0.64375 6.69627
H 2.90448 -0.52335 4.98776
H -0.27243 -2.45389 4.90398
H 1.47610 -2.49311 4.53982
H 0.91297 -2.53375 6.21929
H -1.25575 -0.46693 6.06946
H -0.01185 -0.58461 7.32817
H -0.25614 0.94976 6.46029
F -3.73137 -5.27805 -5.72473
C -4.13642 -3.97059 -5.76022
F -4.57768 -3.71871 -7.02527
F -5.22597 -3.84837 -4.92758
C -3.05466 -3.02676 -5.32125
C -2.95791 -1.74287 -5.85424
C -2.08031 -0.83027 -5.28378
C -1.22251 -1.18250 -4.18366
C -0.51594 -0.19006 -3.40659
S 1.19220 -0.05724 -3.18649
C 1.79972 1.49227 -3.87360
C 2.75869 1.49372 -4.89642
C 3.41897 2.68246 -5.22574
C 3.12899 3.86351 -4.53697
C 2.15408 3.86487 -3.53256
C 1.49744 2.67861 -3.19380
O 1.48859 0.16187 -1.77433
O 1.88533 -1.09768 -3.91428
C -1.25602 -2.55564 -3.81507
C -2.19470 -3.44019 -4.31194
H -3.60551 -1.47436 -6.68795
H -2.08196 0.19724 -5.66051
H -1.03790 0.75014 -3.17616
H 3.01203 0.56590 -5.40797
H 4.17751 2.66729 -6.01076
H 3.68148 4.77461 -4.76764
H 1.91911 4.77758 -2.98296
H 0.77587 2.66383 -2.37702
H -0.57379 -2.87408 -3.03455
H -2.27176 -4.44972 -3.91717
*
```

The value obtained for the molar mass is 629.71 g/mol. Its HOMO energy is -4.03 eV. The LUMO energy is 1.00 eV.


Run b
The ion C35H34F5O3S with charge -1, computed with ωB97M-V/def2-TZVPD.

The geometry in ORCA input format:
```
! wB97M-V def2-TZVPD RIJCOSX def2/J DEFGRID3
* xyz -1 1
C -4.67364 -0.58598 3.87827
C -3.94759 -1.23450 2.69082
C -3.89635 -2.73644 2.94447
C -4.76820 -0.97383 1.41887
C -2.52235 -0.63848 2.53400
C -1.37354 -1.40474 2.53218
C -0.09473 -0.85138 2.41465
C 1.15468 -1.74654 2.73722
C 2.43952 -0.93732 2.53257
C 2.64736 0.05157 3.49005
C 3.87947 0.70097 3.53115
F 4.05645 1.70598 4.45544
C 4.91102 0.39185 2.65611
C 4.62572 -0.54050 1.65974
F 5.62935 -0.86502 0.77837
C 3.38474 -1.17468 1.54990
C 0.00586 0.54202 2.15153
C -1.08102 1.39711 2.19167
C -0.98399 2.93058 2.04603
C -1.72180 3.40416 0.78474
C 0.45324 3.43912 1.96474
C -1.64736 3.65997 3.22522
C -2.40694 0.80124 2.35541
O -3.43575 1.52769 2.30677
H -4.78804 0.48733 3.70830
H -5.66600 -1.03884 3.99398
H -4.09864 -0.74068 4.79778
H -3.46332 -3.27204 2.09182
H -3.31613 -2.95056 3.84947
H -4.91079 -3.12421 3.09787
H -4.25280 -1.38704 0.54403
H -5.75713 -1.44186 1.50409
H -4.89616 0.10279 1.27674
H -1.45822 -2.47675 2.66279
H 1.09732 -1.85821 3.84059
H 1.88151 0.26851 4.24025
H 5.87439 0.90139 2.71347
H 3.21818 -1.91215 0.75806
H 0.98534 0.96899 1.92178
H -2.77967 3.13755 0.84946
H -1.63971 4.49599 0.68889
H -1.29324 2.94238 -0.10963
H 1.01762 3.18650 2.87087
H 0.97228 3.03715 1.08733
H 0.43755 4.53618 1.87218
H -1.15447 3.40307 4.16765
H -1.56939 4.74627 3.07364
H -2.70414 3.39261 3.29287
F 6.69912 -5.90906 4.45141
C 5.46734 -6.09898 5.00931
F 5.26091 -7.45241 5.07409
F 5.53752 -5.64126 6.30070
C 4.36816 -5.41204 4.23926
C 3.04893 -5.52022 4.66439
C 2.05267 -4.79730 4.00495
C 2.32429 -3.98500 2.88265
C 1.18383 -3.11386 2.27739
S 0.96803 -3.43687 0.40442
C 0.04948 -4.98037 0.16115
C 0.58499 -6.02060 -0.61007
C -0.21745 -7.11898 -0.94087
C -1.54343 -7.18583 -0.50409
C -2.06216 -6.15670 0.28655
C -1.27754 -5.04535 0.59764
O 0.16290 -2.35480 -0.11101
O 2.26203 -3.72993 -0.17611
C 3.63983 -4.01243 2.42633
C 4.66832 -4.67292 3.10263
H 2.80631 -6.14614 5.52295
H 1.02115 -4.90363 4.34274
H 0.24518 -3.57279 2.57995
H 1.61429 -5.96239 -0.96066
H 0.20271 -7.92735 -1.54211
H -2.17073 -8.04152 -0.76406
H -3.08471 -6.21130 0.66816
H -1.69396 -4.21288 1.16490
H 3.91099 -3.54605 1.48609
H 5.68515 -4.59516 2.73584
*
```

The value obtained for the molar mass is 629.71 g/mol. Its HOMO energy is -3.26 eV. The LUMO energy is 2.21 eV.


Which structure is the least stable? The one labeled run a.